[1]
C36H66N13O3 | ωB97M-V/def2-TZVPD

Computed properties:
Gap between HOMO and LUMO in eV: 9.24
Energy relative to the best compared isomer or geometry (same formula, charge and spin) in eV: 5.116
Max |F| in eV/Å: 7.55
Charge: +5

```
118
Properties=species:S:1:pos:R:3:mulliken_charge:R:1
N 0.190 -0.353 0.519 0.967
O 1.116 -1.064 0.156 -0.379
O -0.543 -0.592 1.383 -0.648
O 0.070 0.744 -0.006 -0.709
C -5.311 -2.577 -4.308 -0.923
C -5.730 -1.084 -4.373 -0.565
N -4.549 -0.219 -4.093 0.136
C -3.794 0.349 -5.106 -0.489
C -2.857 1.247 -4.433 -0.370
N -3.014 1.040 -3.037 0.347
C -3.953 0.116 -2.935 -0.159
C -1.976 1.315 -2.056 -0.780
H -4.620 -2.662 -3.470 0.311
H -4.768 -2.591 -5.253 0.307
H -6.180 -3.232 -4.376 0.369
H -6.456 -0.920 -3.576 0.335
H -6.157 -0.770 -5.325 0.353
H -3.961 0.265 -6.170 0.434
H -2.049 1.835 -4.841 0.482
H -4.245 -0.223 -1.952 0.436
H -1.770 2.354 -1.798 0.318
H -1.071 0.741 -2.257 0.315
H -2.317 0.840 -1.137 0.070
C 1.511 0.079 -3.270 -0.731
C 2.330 1.396 -3.063 -0.272
N 2.406 2.425 -4.116 0.330
C 3.480 2.735 -4.803 -0.067
C 3.184 3.714 -5.811 -0.601
N 1.872 4.013 -5.634 0.120
C 1.323 3.182 -4.653 -0.237
C 1.155 5.072 -6.365 -0.842
H 0.614 0.295 -3.850 0.453
H 1.298 -0.540 -2.397 -0.224
H 2.142 -0.554 -3.894 0.451
H 3.346 1.053 -2.870 0.170
H 2.048 1.848 -2.112 0.198
H 4.345 2.132 -4.567 0.417
H 3.754 4.138 -6.625 0.480
H 0.330 3.319 -4.252 0.317
H 0.252 5.293 -5.797 0.291
H 0.989 4.837 -7.417 0.347
H 1.708 6.011 -6.391 0.392
C -4.052 -2.426 5.560 -0.819
C -3.241 -3.706 5.619 -0.607
N -2.161 -3.511 4.673 0.172
C -1.053 -2.661 4.759 -0.568
C -0.326 -2.879 3.627 -0.381
N -0.940 -3.874 2.840 0.140
C -2.162 -4.143 3.460 -0.125
C -0.428 -4.244 1.501 -0.817
H -4.662 -2.418 4.656 0.321
H -3.453 -1.516 5.602 0.091
H -4.712 -2.302 6.418 0.435
H -3.797 -4.600 5.335 0.337
H -2.787 -3.936 6.582 0.339
H -0.945 -2.011 5.615 0.574
H 0.544 -2.430 3.172 0.444
H -2.972 -4.759 3.097 0.422
H -1.003 -5.064 1.072 0.344
H 0.570 -4.667 1.623 0.314
H -0.617 -3.325 0.946 0.336
C 4.469 -2.262 0.507 -0.597
C 4.372 -2.331 -0.997 -0.144
N 3.680 -3.471 -1.506 0.370
C 2.324 -3.593 -1.753 -0.065
C 2.144 -4.773 -2.348 -1.092
N 3.352 -5.499 -2.437 0.135
C 4.304 -4.666 -1.996 -0.104
C 3.509 -6.895 -2.911 -0.817
H 4.907 -3.160 0.943 0.378
H 3.487 -1.965 0.874 -0.014
H 4.959 -1.355 0.860 0.151
H 5.393 -2.392 -1.376 0.397
H 4.109 -1.370 -1.439 -0.180
H 1.634 -2.769 -1.647 0.570
H 1.209 -5.247 -2.611 0.440
H 5.357 -4.884 -2.094 0.441
H 4.514 -7.225 -2.650 0.336
H 3.332 -6.900 -3.987 0.338
H 2.840 -7.513 -2.313 0.360
C -3.564 1.438 4.251 -0.772
C -2.538 1.546 3.246 -0.203
N -2.431 2.965 2.864 0.359
C -1.911 3.983 3.685 -0.251
C -2.060 5.138 2.902 -0.581
N -2.525 4.837 1.624 0.115
C -2.808 3.442 1.621 -0.204
C -2.864 5.870 0.587 -0.882
H -3.192 1.898 5.167 0.385
H -3.708 0.418 4.606 0.047
H -4.556 1.718 3.895 0.352
H -2.736 1.060 2.291 0.105
H -1.550 1.123 3.426 0.071
H -1.538 3.960 4.699 0.488
H -1.696 6.147 3.032 0.462
H -3.487 2.928 0.958 0.477
H -3.371 6.695 1.087 0.409
H -3.566 5.445 -0.131 0.333
H -1.978 6.302 0.120 0.317
C 4.904 1.556 1.165 -1.114
C 3.410 1.994 1.107 0.133
N 2.911 2.099 2.516 0.392
C 2.971 3.177 3.394 -0.383
C 2.499 2.666 4.609 -0.473
N 2.075 1.394 4.477 0.186
C 2.392 0.990 3.199 -0.270
C 1.460 0.487 5.449 -0.882
H 5.051 0.570 1.606 0.289
H 5.640 2.270 1.535 0.380
H 5.098 1.556 0.092 0.361
H 2.834 1.166 0.694 -0.378
H 3.195 2.910 0.557 0.357
H 3.281 4.187 3.167 0.508
H 2.279 3.110 5.569 0.508
H 2.278 0.007 2.766 0.321
H 0.461 0.786 5.763 0.331
H 2.039 0.437 6.371 0.462
H 1.462 -0.541 5.085 0.238
```

[2]
C36H68BCl2N5O10S | ωB97M-V/def2-TZVPD

Computed properties:
Gap between HOMO and LUMO in eV: 8.00
Max |F| in eV/Å: 2.06
Charge: 0

```
123
Properties=species:S:1:pos:R:3:mulliken_charge:R:1
C 0.972 -0.774 -2.247 -1.426
C 0.393 -0.020 -1.289 -1.048
C -0.381 -0.502 -0.065 2.955
C 0.459 -0.086 1.198 -1.486
C 1.875 0.426 0.918 -0.137
C 2.627 0.607 2.253 -1.102
C 4.150 0.545 2.056 -0.080
C 4.767 1.884 1.620 -1.017
C 5.162 1.905 0.138 -0.689
C 6.284 0.931 -0.247 0.066
C 6.149 0.443 -1.698 -0.872
C -1.765 0.279 -0.120 -1.331
C -2.199 0.923 1.190 -0.173
Cl -1.746 2.610 1.270 -0.168
C -2.817 0.386 2.236 0.549
C -3.281 -1.028 2.338 -1.138
Cl -3.198 1.324 3.643 -0.206
C -2.919 -0.266 -1.039 1.432
C -4.351 0.080 -0.523 -1.309
C -5.395 -0.999 -0.857 -1.328
C -2.917 0.457 -2.423 -0.899
C -1.893 0.143 -3.483 -0.449
O -1.109 0.983 -3.873 -0.546
O -2.946 -1.696 -1.301 -0.332
S -1.667 -2.634 -1.420 1.362
O -1.094 -2.589 -2.737 -0.716
O -2.157 -3.926 -1.034 -0.809
C -0.496 -2.069 -0.044 -0.700
N -1.075 -2.571 1.119 0.754
C -0.920 -3.447 2.018 0.035
C -1.755 -4.705 1.996 -1.533
C -0.052 -3.209 3.236 -1.011
B 0.861 -2.908 -0.248 1.368
O 1.957 -2.548 0.505 -0.522
O 0.902 -4.040 -1.022 -0.591
H 1.699 -1.542 -1.975 0.152
H 0.718 -0.754 -3.300 0.315
H 0.464 1.065 -1.358 0.384
H 0.571 -0.932 1.872 -0.463
H 0.004 0.699 1.798 0.479
H 1.846 1.419 0.464 0.345
H 2.456 -0.291 0.348 0.453
H 2.336 1.578 2.668 0.331
H 2.313 -0.143 2.986 0.528
H 4.583 0.211 3.001 0.444
H 4.333 -0.226 1.308 -0.135
H 5.637 2.086 2.249 0.379
H 4.041 2.689 1.766 0.455
H 4.267 1.651 -0.440 0.105
H 5.441 2.928 -0.124 0.443
H 7.229 1.471 -0.149 0.346
H 6.285 0.057 0.409 0.126
H 6.516 -0.580 -1.821 0.255
H 5.105 0.445 -2.012 0.178
H 6.752 1.064 -2.357 0.047
H -1.483 1.159 -0.693 1.524
H -2.571 -1.583 2.952 0.192
H -4.239 -1.069 2.848 0.576
H -3.358 -1.520 1.373 -0.061
H -4.706 0.986 -1.020 0.706
H -4.439 0.265 0.537 0.174
H -6.358 -0.595 -0.549 0.172
H -5.238 -1.870 -0.224 0.229
H -5.410 -1.268 -1.912 0.507
H -3.900 0.288 -2.871 0.658
H -2.850 1.530 -2.238 0.414
H -1.917 -0.831 -3.992 0.529
H -1.576 -5.256 1.074 0.264
H -2.804 -4.399 1.988 0.215
H -1.609 -5.323 2.880 0.503
H 0.967 -2.943 2.954 0.092
H -0.045 -4.069 3.903 0.553
H -0.504 -2.384 3.793 0.197
H 2.776 -2.781 0.051 0.170
H 1.359 -4.748 -0.556 0.290
C 7.897 -4.556 -0.888 -0.952
N 7.284 -3.638 0.048 0.150
C 7.815 -3.531 1.397 -0.983
C 6.232 -2.868 -0.286 0.050
O 5.692 -2.081 0.470 -0.639
H 7.842 -5.580 -0.513 0.353
H 8.946 -4.300 -1.047 0.348
H 7.378 -4.506 -1.843 0.295
H 7.046 -3.784 2.128 0.291
H 8.143 -2.511 1.596 0.285
H 8.656 -4.212 1.505 0.396
H 5.901 -3.012 -1.328 0.385
C -9.086 0.934 3.709 -0.916
N -8.274 0.187 2.764 0.272
C -8.924 -0.740 1.852 -0.913
C -6.942 0.324 2.698 0.158
O -6.228 -0.277 1.910 -0.574
H -9.619 0.250 4.372 0.345
H -9.816 1.547 3.179 0.311
H -8.446 1.577 4.310 0.281
H -8.546 -1.753 1.999 0.335
H -8.715 -0.452 0.822 0.158
H -9.996 -0.719 2.025 0.358
H -6.536 1.046 3.425 0.199
C 10.536 3.608 -4.585 -0.894
N 9.192 3.805 -4.088 0.141
C 8.366 4.855 -4.659 -0.953
C 8.669 3.045 -3.105 0.164
O 7.546 3.177 -2.660 -0.636
H 11.136 4.509 -4.441 0.333
H 10.521 3.368 -5.650 0.339
H 11.007 2.786 -4.049 0.291
H 8.069 5.567 -3.888 0.292
H 7.458 4.432 -5.090 0.289
H 8.929 5.372 -5.433 0.382
H 9.367 2.275 -2.733 0.259
C -8.279 3.823 -0.854 -0.840
N -9.496 3.648 -0.088 0.078
C -10.348 4.796 0.175 -0.970
C -9.868 2.449 0.394 0.487
O -10.876 2.244 1.047 -0.645
H -7.610 4.528 -0.356 0.349
H -8.506 4.204 -1.852 0.357
H -7.767 2.868 -0.953 0.207
H -10.452 4.953 1.248 0.292
H -11.343 4.632 -0.238 0.294
H -9.906 5.679 -0.280 0.398
H -9.159 1.644 0.140 0.021
```

[3]
C36H68BClF9IN7O3 | ωB97M-V/def2-TZVPD

Computed properties:
Gap between HOMO and LUMO in eV: 5.78
Energy relative to the best compared isomer or geometry (same formula, charge and spin) in eV: 0.000
Max |F| in eV/Å: 5.14
Charge: +1

```
126
Properties=species:S:1:pos:R:3:mulliken_charge:R:1
C -3.588 3.367 -3.648 -0.698
C -4.349 2.860 -2.305 -0.538
C -3.320 1.953 -1.432 -0.264
C -2.482 3.034 -0.557 -0.892
N -1.399 2.412 0.157 0.135
N -0.314 3.012 0.760 1.579
C -0.579 4.512 0.768 -0.855
C -0.424 2.652 2.243 -1.865
I -2.486 2.747 3.067 0.297
C 0.305 1.395 2.825 0.813
C -0.622 0.164 3.367 -1.099
N -0.938 0.285 4.838 -0.608
C 1.618 0.857 2.022 -1.154
C 2.884 0.983 2.922 -0.798
C 3.394 2.317 3.575 0.235
C 2.755 3.180 4.743 -0.963
N 4.562 2.761 3.141 -0.457
C 1.602 1.185 0.416 1.114
C 0.534 0.043 -0.072 -1.530
C -0.215 0.071 -1.434 -0.636
N -1.328 -0.632 -1.543 -0.659
C 2.896 0.719 -0.331 1.175
F 2.675 0.196 -1.652 -0.440
F 3.265 -0.518 0.354 -0.379
C 4.324 1.317 -0.436 0.307
F 5.148 1.196 0.725 -0.346
F 4.541 2.659 -0.797 -0.193
C 5.286 0.635 -1.572 0.557
F 6.536 1.276 -1.290 -0.296
F 5.010 1.106 -2.867 -0.252
C 5.615 -0.892 -1.457 0.601
F 5.941 -1.369 -0.197 -0.207
F 6.778 -1.110 -2.240 -0.280
F 4.675 -1.781 -1.994 -0.209
C 1.065 2.706 0.151 1.172
C 2.198 3.642 0.858 -0.684
C 2.594 5.005 0.204 -0.196
O 1.917 5.895 -0.306 -0.483
Cl 4.375 5.499 0.354 -0.121
B 1.138 3.034 -1.458 0.140
O -0.016 3.054 -2.362 -0.565
O 2.303 3.228 -2.244 -0.021
C 2.275 4.430 -3.059 -0.374
C 3.629 5.281 -3.036 -1.063
H -3.583 4.512 -3.713 0.263
H -4.058 2.938 -4.591 0.327
H -2.490 3.059 -3.667 0.030
H -5.294 2.300 -2.571 0.295
H -4.523 3.801 -1.683 0.288
H -2.582 1.544 -2.186 0.097
H -3.841 1.177 -0.794 0.235
H -2.256 3.857 -1.323 0.205
H -3.276 3.507 0.135 0.350
H -1.677 1.485 0.467 0.339
H -0.576 4.986 -0.266 0.279
H -1.573 4.805 1.221 0.424
H 0.147 5.132 1.376 0.329
H -0.013 3.560 2.816 0.737
H 0.749 1.717 3.838 0.168
H -1.532 -0.036 2.724 0.264
H -0.047 -0.834 3.349 0.405
H -0.151 -0.176 5.331 0.351
H -0.886 1.262 5.148 0.345
H 1.460 -0.286 2.039 0.655
H 2.602 0.369 3.870 0.591
H 3.815 0.397 2.593 0.266
H 3.288 4.174 4.936 0.393
H 1.686 3.488 4.441 0.115
H 2.642 2.616 5.734 0.281
H 4.821 3.627 3.633 0.278
H -0.295 -0.096 0.719 0.490
H 0.997 -1.011 -0.039 0.649
H 0.095 0.550 -2.426 0.421
H -1.536 -1.098 -0.640 0.315
H 3.153 3.086 1.090 -0.491
H 1.874 3.972 1.916 0.443
H -0.378 3.958 -2.435 0.282
H 1.433 5.161 -2.777 0.202
H 2.031 4.102 -4.127 0.575
H 4.003 5.378 -4.106 0.336
H 3.376 6.346 -2.696 0.272
H 4.421 4.887 -2.331 0.115
C 5.471 -4.588 -0.230 -0.909
C 4.842 -5.825 -0.859 -0.394
N 4.070 -6.631 0.078 0.086
C 3.712 -7.946 -0.448 -0.697
C 2.778 -7.997 -1.657 -0.950
C 3.010 -5.938 0.800 -0.795
C 1.920 -5.250 -0.023 -0.821
H 6.086 -4.853 0.634 0.303
H 6.115 -4.089 -0.958 0.426
H 4.717 -3.863 0.088 -0.094
H 5.662 -6.434 -1.254 0.445
H 4.239 -5.515 -1.723 0.217
H 3.281 -8.551 0.357 0.351
H 4.640 -8.463 -0.717 0.408
H 1.747 -7.771 -1.384 0.222
H 2.779 -9.008 -2.077 0.394
H 3.088 -7.317 -2.452 0.271
H 3.473 -5.184 1.445 0.377
H 2.535 -6.633 1.501 0.354
H 2.324 -4.677 -0.861 0.226
H 1.370 -4.548 0.613 0.291
H 1.192 -5.963 -0.408 0.308
C -9.426 -3.305 -0.734 -1.427
C -8.089 -2.708 -1.158 -0.314
N -7.763 -1.458 -0.480 0.165
C -6.641 -0.750 -1.085 -0.844
C -5.269 -1.424 -1.047 -0.798
C -7.764 -1.497 0.977 -0.651
C -6.835 -2.498 1.664 -0.897
H -10.238 -2.585 -0.862 0.331
H -9.653 -4.179 -1.350 0.435
H -9.414 -3.637 0.307 0.296
H -8.153 -2.517 -2.235 0.435
H -7.305 -3.463 -1.020 0.263
H -6.557 0.245 -0.633 0.328
H -6.892 -0.558 -2.135 0.364
H -4.824 -1.383 -0.051 0.068
H -4.584 -0.900 -1.722 0.410
H -5.308 -2.466 -1.371 0.391
H -8.786 -1.701 1.313 0.378
H -7.551 -0.495 1.367 0.308
H -6.866 -3.486 1.201 0.237
H -7.137 -2.621 2.708 0.377
H -5.801 -2.151 1.673 0.206
```